Entry 1:
C16H23N5O2S2 | wB97M-V/def2-TZVPD

Output
**Electronic energy**: -1844.071784 a.u.
**HOMO energy**: -7.581 eV
**Gap between HOMO and LUMO**: 7.80 eV
**SMILES**: CNC(=O)N(O)[C@H]1N(/N=C/c2ccc(N(C)C)cc2)C(=S)SC1(C)C

Cartesian coordinates (Å):
1 C -2.340 -2.461 -2.850
2 N -2.300 -1.911 -1.520
3 C -2.824 -0.704 -1.233
4 O -3.306 0.056 -2.043
5 N -2.815 -0.398 0.138
6 O -1.924 -1.151 0.916
7 C -2.818 0.994 0.551
8 N -1.745 1.710 -0.137
9 N -0.556 1.109 0.113
10 C 0.565 1.406 -0.433
11 C 1.755 0.679 -0.074
12 C 2.935 0.903 -0.791
13 C 4.095 0.230 -0.495
14 C 4.145 -0.710 0.550
15 N 5.292 -1.388 0.842
16 C 5.319 -2.362 1.906
17 C 6.523 -1.069 0.161
18 C 2.960 -0.921 1.280
19 C 1.804 -0.248 0.973
20 C -2.103 2.635 -1.060
21 S -1.130 3.522 -2.036
22 S -3.835 2.859 -1.080
23 C -4.135 1.761 0.374
24 C -5.338 0.868 0.117
25 C -4.369 2.658 1.588
26 H -3.001 -3.330 -2.896
27 H -1.339 -2.754 -3.169
28 H -2.720 -1.686 -3.514
29 H -1.999 -2.494 -0.754
30 H -1.042 -0.722 0.817
31 H -2.567 0.957 1.620
32 H 0.681 2.182 -1.180
33 H 2.929 1.618 -1.601
34 H 4.973 0.436 -1.084
35 H 5.153 -1.896 2.884
36 H 4.555 -3.128 1.750
37 H 6.288 -2.854 1.924
38 H 6.455 -1.303 -0.906
39 H 7.335 -1.655 0.585
40 H 6.774 -0.010 0.272
41 H 2.946 -1.614 2.106
42 H 0.919 -0.418 1.569
43 H -6.242 1.472 0.098
44 H -5.422 0.122 0.905
45 H -5.237 0.365 -0.840
46 H -5.221 3.309 1.406
47 H -4.574 2.052 2.469
48 H -3.499 3.282 1.781



Entry 2:
C16H23N5STa | wB97M-V/def2-TZVPD

Output
**Electronic energy**: -1350.895415 a.u.
**Charge**: +4
**HOMO energy (spin up / spin down)**: -21.575 / -23.222 eV
**Gap between HOMO and LUMO (spin up / spin down)**: 6.06 / 7.88 eV
**Multiplicity**: 2

Cartesian coordinates (Å):
1 Ta 0.485 -0.161 0.376
2 C -3.081 1.461 2.640
3 C -2.085 0.727 1.743
4 N -0.811 0.984 1.690
5 C -0.164 2.006 2.421
6 C 1.254 2.010 1.837
7 N 1.095 1.976 0.298
8 C 2.306 2.410 -0.443
9 C 3.399 1.323 -0.289
10 N 2.632 -0.009 -0.127
11 C 2.972 -1.091 -1.165
12 C 1.774 -1.249 -2.117
13 N 0.513 -1.297 -1.421
14 C -0.565 -1.756 -2.008
15 C -0.665 -2.381 -3.365
16 C -1.758 -1.587 -1.108
17 C -3.036 -1.989 -1.437
18 C -3.990 -1.698 -0.457
19 C -3.784 -0.811 0.581
20 C -2.485 -0.315 0.698
21 N -1.484 -0.815 -0.047
22 H -3.484 2.351 2.116
23 H -2.531 1.868 3.458
24 H -3.867 0.812 2.978
25 H -0.238 1.793 3.490
26 H -0.630 3.000 2.269
27 H 1.833 1.173 2.193
28 H 1.819 2.919 2.123
29 H 0.402 2.723 0.124
30 H 2.602 3.364 -0.072
31 H 2.135 2.465 -1.497
32 H 4.064 1.427 0.585
33 H 4.037 1.190 -1.131
34 H 3.164 -0.361 0.677
35 H 2.995 -2.039 -0.591
36 H 3.909 -0.925 -1.709
37 H 1.825 -2.197 -2.673
38 H 1.757 -0.417 -2.833
39 H 0.223 -2.250 -3.950
40 H -1.515 -1.893 -3.899
41 H -0.856 -3.421 -3.335
42 H -3.172 -2.698 -2.243
43 H -4.997 -2.061 -0.563
44 H -4.570 -0.463 1.300
45 S 1.516 -2.577 2.908
46 C 1.060 -1.525 1.973



Entry 3:
C16H23N7O2 | wB97M-V/def2-TZVPD

Output
**Electronic energy**: -1157.233358 a.u.
**HOMO energy**: -8.327 eV
**Gap between HOMO and LUMO**: 8.42 eV
**SMILES**: CN(C)CCCNc1nc(N)c([N+](=O)[O-])c(NCc2ccccc2)n1

Cartesian coordinates (Å):
1 C 2.870 -0.740 1.187
2 N 2.452 -2.125 1.183
3 C 3.554 -3.017 0.898
4 C 1.265 -2.376 0.393
5 C 1.390 -2.151 -1.124
6 C 0.054 -2.358 -1.845
7 N -0.972 -1.466 -1.364
8 C -0.956 -0.145 -1.611
9 N -0.188 0.312 -2.600
10 C -0.219 1.614 -2.856
11 N 0.530 2.036 -3.877
12 C -1.005 2.518 -2.065
13 N -1.006 3.880 -2.282
14 O -0.328 4.359 -3.197
15 O -1.687 4.612 -1.555
16 C -1.767 1.905 -1.011
17 N -2.504 2.611 -0.151
18 C -3.166 1.970 0.963
19 C -2.193 1.158 1.783
20 C -2.436 -0.178 2.069
21 C -1.515 -0.923 2.784
22 C -0.339 -0.340 3.224
23 C -0.095 0.996 2.954
24 C -1.017 1.740 2.239
25 N -1.751 0.590 -0.836
26 H 2.005 -0.106 1.371
27 H 3.348 -0.424 0.247
28 H 3.587 -0.596 1.995
29 H 4.039 -2.820 -0.071
30 H 3.197 -4.045 0.909
31 H 4.305 -2.903 1.680
32 H 0.964 -3.413 0.578
33 H 0.484 -1.720 0.789
34 H 2.125 -2.839 -1.545
35 H 1.721 -1.130 -1.316
36 H -0.299 -3.382 -1.709
37 H 0.187 -2.160 -2.911
38 H -1.479 -1.722 -0.531
39 H 1.059 1.353 -4.389
40 H 0.547 3.027 -4.088
41 H -2.513 3.619 -0.275
42 H -3.957 1.312 0.587
43 H -3.617 2.756 1.573
44 H -3.348 -0.639 1.716
45 H -1.710 -1.965 2.994
46 H 0.388 -0.925 3.767
47 H 0.817 1.460 3.300
48 H -0.818 2.781 2.023



Entry 4:
C16H23NO3 | wB97M-V/def2-TZVPD

Output
**Electronic energy**: -903.946881 a.u.
**HOMO energy**: -7.662 eV
**Gap between HOMO and LUMO**: 8.20 eV
**SMILES**: COc1ccc(NC(=O)CCC2CCCC2)cc1OC

Cartesian coordinates (Å):
1 C -3.317 5.143 1.259
2 O -2.340 4.336 1.875
3 C -2.066 3.078 1.423
4 C -1.204 2.355 2.244
5 C -0.803 1.068 1.953
6 C -1.276 0.461 0.799
7 N -0.932 -0.843 0.416
8 C -0.150 -1.747 1.070
9 O 0.379 -1.547 2.141
10 C -0.008 -3.073 0.338
11 C 1.464 -3.470 0.185
12 C 2.178 -2.717 -0.938
13 C 2.311 -1.207 -0.673
14 C 3.665 -0.827 -1.264
15 C 4.536 -2.018 -0.883
16 C 3.626 -3.222 -1.136
17 C -2.135 1.169 -0.038
18 C -2.537 2.466 0.247
19 O -3.374 3.182 -0.576
20 C -3.874 2.570 -1.737
21 H -3.033 5.425 0.244
22 H -3.377 6.037 1.880
23 H -4.293 4.651 1.237
24 H -0.852 2.846 3.137
25 H -0.138 0.537 2.610
26 H -1.328 -1.134 -0.466
27 H -0.510 -3.823 0.954
28 H -0.495 -3.049 -0.639
29 H 1.517 -4.541 -0.025
30 H 1.970 -3.283 1.134
31 H 1.615 -2.874 -1.864
32 H 1.494 -0.633 -1.110
33 H 2.322 -1.019 0.401
34 H 4.042 0.117 -0.871
35 H 3.595 -0.747 -2.351
36 H 5.461 -2.069 -1.458
37 H 4.792 -1.957 0.175
38 H 3.857 -4.045 -0.460
39 H 3.761 -3.584 -2.156
40 H -2.490 0.686 -0.936
41 H -3.071 2.300 -2.432
42 H -4.514 3.317 -2.205
43 H -4.470 1.682 -1.503



Entry 5:
C16H23NO4S | wB97M-V/def2-TZVPD

Output
**Electronic energy**: -1377.399606 a.u.
**HOMO energy**: -9.359 eV
**Gap between HOMO and LUMO**: 10.09 eV
**SMILES**: CCCCS(=O)(=O)N1CCC[C@@H](C(=O)Oc2ccccc2)C1

Cartesian coordinates (Å):
1 C -0.488 -4.750 -0.524
2 C -0.269 -3.243 -0.456
3 C 1.032 -2.838 -1.145
4 C 1.280 -1.341 -1.087
5 S 1.814 -0.906 0.601
6 O 0.705 -0.984 1.513
7 O 2.970 -1.709 0.877
8 N 2.314 0.680 0.634
9 C 3.272 1.142 -0.337
10 C 2.586 1.952 -1.439
11 C 1.793 3.105 -0.823
12 C 0.809 2.621 0.248
13 C -0.362 1.839 -0.298
14 O -0.368 1.178 -1.306
15 O -1.408 1.951 0.525
16 C -2.500 1.099 0.318
17 C -3.704 1.635 -0.109
18 C -4.793 0.796 -0.273
19 C -4.672 -0.560 -0.019
20 C -3.463 -1.082 0.408
21 C -2.366 -0.256 0.581
22 C 1.537 1.707 1.261
23 H 0.328 -5.274 -0.032
24 H -0.537 -5.085 -1.559
25 H -1.417 -5.024 -0.031
26 H -0.231 -2.926 0.586
27 H -1.104 -2.730 -0.939
28 H 1.875 -3.338 -0.663
29 H 1.001 -3.155 -2.192
30 H 0.395 -0.760 -1.322
31 H 2.106 -1.058 -1.733
32 H 4.012 1.769 0.177
33 H 3.785 0.264 -0.729
34 H 3.337 2.348 -2.124
35 H 1.904 1.316 -2.001
36 H 2.485 3.809 -0.353
37 H 1.248 3.635 -1.606
38 H 0.401 3.473 0.800
39 H -3.778 2.693 -0.306
40 H -5.735 1.205 -0.604
41 H -5.524 -1.210 -0.153
42 H -3.368 -2.138 0.612
43 H -1.418 -0.642 0.926
44 H 2.211 2.327 1.865
45 H 0.825 1.213 1.923



Entry 6:
C16H23NOS | wB97M-V/def2-TZVPD

Output
**Electronic energy**: -1151.194213 a.u.
**HOMO energy**: -8.618 eV
**Gap between HOMO and LUMO**: 9.15 eV

Cartesian coordinates (Å):
1 O -0.395 -2.916 -0.698
2 C 0.011 -1.777 -0.544
3 N -0.864 -0.696 -0.315
4 H -0.624 0.102 -0.086
5 C -2.430 -1.175 -0.359
6 C -2.996 -0.642 1.232
7 H -2.639 -1.410 2.061
8 C -4.485 -0.440 1.217
9 C -5.079 0.987 1.187
10 H -4.470 1.526 2.019
11 H -6.136 1.110 1.600
12 C -5.071 1.781 -0.168
13 H -5.446 0.907 -0.942
14 C -3.532 2.143 -0.495
15 C -2.986 1.124 -1.744
16 H -3.534 1.357 -2.438
17 H -1.879 1.205 -1.685
18 C -3.193 -0.417 -1.333
19 H -2.656 -0.757 -2.367
20 H -4.246 -0.555 -1.246
21 H -2.933 2.087 0.238
22 H -3.688 3.161 -0.793
23 H -5.553 2.719 0.102
24 H -4.794 -0.814 2.493
25 H -4.960 -0.917 0.355
26 H -2.404 0.426 1.429
27 H -2.585 -2.267 -0.295
28 C 1.351 -1.157 -0.590
29 H 1.458 -0.911 -1.418
30 H 1.990 -2.225 -0.331
31 S 1.686 0.029 0.693
32 C 3.338 0.274 0.205
33 C 4.382 0.131 1.308
34 C 5.646 0.265 0.968
35 C 5.970 0.831 -0.251
36 C 5.057 1.315 -1.165
37 C 3.722 0.829 -1.082
38 H 2.922 1.028 -1.376
39 H 5.253 1.560 -2.154
40 H 6.916 1.256 -0.392
41 H 6.516 0.151 1.893
42 H 3.939 -0.233 2.492



Entry 7:
C16H24BN9PtS2 | wB97M-V/def2-TZVPD

Output
**Electronic energy**: -2057.429795 a.u.
**HOMO energy (spin up / spin down)**: -7.704 / -7.909 eV
**Gap between HOMO and LUMO (spin up / spin down)**: 7.64 / 6.30 eV
**Multiplicity**: 3

Cartesian coordinates (Å):
1 Pt 0.318 -0.124 0.272
2 C 3.378 -1.101 -1.953
3 N 3.409 0.248 -1.408
4 C 4.499 0.838 -0.814
5 C 4.096 2.062 -0.409
6 N 2.774 2.228 -0.757
7 B 2.090 3.622 -0.421
8 N 0.548 3.575 -0.629
9 C -0.106 4.224 -1.646
10 C -1.428 3.956 -1.541
11 N -1.572 3.137 -0.444
12 C -2.810 2.527 0.002
13 C -0.358 2.917 0.101
14 S -0.072 1.898 1.472
15 C 2.357 1.100 -1.343
16 S 0.765 0.688 -1.954
17 H 4.342 -1.563 -1.758
18 H 3.180 -1.072 -3.023
19 H 2.596 -1.680 -1.465
20 H 5.440 0.325 -0.722
21 H 4.634 2.838 0.106
22 H 2.521 4.445 -1.193
23 H 2.346 3.871 0.729
24 H 0.431 4.813 -2.366
25 H -2.267 4.266 -2.138
26 H -3.610 2.868 -0.652
27 H -3.028 2.812 1.029
28 H -2.723 1.444 -0.063
29 N 1.412 -1.493 1.554
30 C 2.489 -1.452 2.009
31 C 3.757 -1.440 2.537
32 C 4.835 -1.768 1.671
33 N 5.679 -2.027 0.928
34 C 3.971 -1.079 3.895
35 N 4.136 -0.790 4.998
36 C -3.543 -3.285 1.452
37 C -3.426 -2.479 0.157
38 C -4.798 -1.972 -0.270
39 C -2.820 -3.332 -0.956
40 N -2.599 -1.260 0.314
41 N -1.310 -1.494 0.886
42 H -4.223 -4.127 1.314
43 H -3.938 -2.666 2.262
44 H -2.583 -3.697 1.768
45 H -5.461 -2.811 -0.483
46 H -4.715 -1.358 -1.168
47 H -5.258 -1.375 0.521
48 H -3.490 -4.156 -1.201
49 H -1.867 -3.781 -0.664
50 H -2.658 -2.728 -1.849
51 H -3.071 -0.611 0.934
52 H -0.919 -2.341 0.486
53 H -1.352 -1.643 1.893



Entry 8:
C16H24BrNO2 | wB97M-V/def2-TZVPD

Output
**Electronic energy**: -3403.293505 a.u.
**HOMO energy**: -7.892 eV
**Gap between HOMO and LUMO**: 8.68 eV
**SMILES**: CC1CCN(CCOCCOc2ccccc2Br)CC1

Cartesian coordinates (Å):
1 C -0.207 -2.038 3.394
2 C -0.009 -0.565 3.734
3 C 1.313 -0.030 3.187
4 C 1.480 1.443 3.582
5 N 0.384 2.301 3.190
6 C 0.500 3.023 1.955
7 C 0.483 2.243 0.625
8 O 0.589 3.220 -0.398
9 C 0.730 2.710 -1.694
10 C -0.550 2.046 -2.235
11 O -0.661 0.688 -1.876
12 C 0.095 -0.243 -2.505
13 C 0.938 -0.033 -3.591
14 C 1.631 -1.095 -4.151
15 C 1.505 -2.375 -3.643
16 C 0.676 -2.602 -2.556
17 C -0.013 -1.544 -2.003
18 Br -1.149 -1.807 -0.510
19 C -0.909 1.767 3.557
20 C -1.137 0.300 3.171
21 H -1.142 -2.402 3.814
22 H 0.608 -2.635 3.795
23 H -0.244 -2.178 2.317
24 H 0.000 -0.455 4.826
25 H 1.317 -0.137 2.100
26 H 2.151 -0.604 3.587
27 H 2.404 1.848 3.165
28 H 1.553 1.494 4.677
29 H -0.316 3.749 1.911
30 H 1.437 3.588 1.984
31 H -0.445 1.669 0.520
32 H 1.336 1.551 0.564
33 H 1.560 1.986 -1.736
34 H 0.978 3.574 -2.316
35 H -1.418 2.530 -1.779
36 H -0.614 2.164 -3.322
37 H 1.059 0.955 -4.005
38 H 2.277 -0.910 -4.995
39 H 2.048 -3.195 -4.084
40 H 0.564 -3.591 -2.140
41 H -1.684 2.399 3.119
42 H -0.988 1.846 4.651
43 H -1.166 0.186 2.086
44 H -2.099 -0.029 3.567



Look up the electronic energy of the sixth one. -1151.194213 a.u.



Number 4 is which compound? C16H23NO3